DFT (wB97M-V/def2-TZVPD) results for C26H46BrIrN2O3S3SbSi4 as an isolated structure in a non-equilibrium geometry.

Last column: Löwdin charge in e.
Positions of all 87 atoms, in Å:
Ir1 -0.296 0.045 0.243  1.10
C1 -3.506 -1.052 2.425  -0.04
C2 -3.066 0.369 2.271  -0.35
C3 -3.549 1.358 3.119  -0.08
C4 -3.126 2.665 2.938  -0.06
C5 -2.272 2.977 1.900  -0.05
C6 -1.864 1.953 1.041  -0.50
N1 -2.246 0.671 1.270  0.02
N2 -1.010 2.066 -0.023  -0.16
Si1 -1.332 3.377 -1.125  0.44
C7 -3.115 4.001 -0.897  -0.17
C8 -0.201 4.898 -0.916  -0.18
C9 -1.303 2.854 -2.939  -0.16
H1 -4.571 -1.130 2.205  0.09
H2 -3.337 -1.390 3.445  0.03
H3 -2.957 -1.702 1.750  0.04
H4 -4.219 1.090 3.922  0.09
H5 -3.453 3.440 3.621  0.11
H6 -1.891 3.978 1.767  0.10
H7 -3.274 4.620 -0.020  0.02
H8 -3.811 3.165 -0.843  0.04
H9 -3.374 4.595 -1.776  0.02
H10 -0.075 5.157 0.135  0.02
H11 -0.650 5.756 -1.420  0.02
H12 0.794 4.762 -1.335  0.01
H13 -2.095 2.128 -3.125  0.04
H14 -0.363 2.420 -3.251  -0.03
H15 -1.491 3.732 -3.559  0.03
S1 -2.201 -0.392 5.864  -0.23
Sb1 -0.139 -0.666 5.092  0.46
S2 -0.253 -2.166 3.163  -0.03
S3 0.246 -0.216 2.454  0.01
C10 -0.655 -0.503 -3.215  -0.13
O1 0.027 -0.081 -2.055  -0.39
Si2 1.672 0.345 -1.939  0.35
C11 1.935 2.088 -2.628  -0.16
C12 2.585 -0.703 -3.237  -0.16
C13 1.858 0.053 -0.122  -0.60
Si3 2.725 -1.641 0.155  0.45
C14 1.781 -3.084 -0.652  -0.15
C15 3.157 -2.194 1.932  -0.21
C16 4.471 -1.628 -0.634  -0.18
Si4 2.782 1.414 0.840  0.41
C17 3.718 0.851 2.398  -0.20
C18 4.206 2.203 -0.168  -0.18
C19 1.711 2.861 1.410  -0.18
H16 -0.259 -1.468 -3.548  0.09
H17 -0.536 0.228 -4.021  0.08
H18 -1.706 -0.613 -2.962  0.07
H19 1.457 2.173 -3.604  0.03
H20 3.002 2.248 -2.789  0.03
H21 1.561 2.881 -1.990  0.00
H22 2.176 -0.440 -4.216  0.03
H23 2.477 -1.777 -3.111  0.01
H24 3.649 -0.468 -3.259  0.03
H25 0.706 -2.984 -0.560  0.00
H26 2.072 -4.011 -0.153  0.03
H27 2.027 -3.199 -1.706  0.01
H28 2.510 -1.826 2.720  -0.04
H29 4.183 -1.912 2.164  0.01
H30 3.106 -3.285 1.949  0.03
H31 4.487 -1.870 -1.697  0.01
H32 5.073 -2.376 -0.119  0.02
H33 4.975 -0.671 -0.504  0.01
H34 4.530 0.156 2.187  0.02
H35 3.077 0.411 3.159  0.00
H36 4.166 1.758 2.814  0.03
H37 4.846 1.462 -0.647  0.01
H38 4.831 2.766 0.528  0.02
H39 3.872 2.901 -0.933  0.01
H40 1.074 2.586 2.251  0.02
H41 1.055 3.235 0.634  -0.02
H42 2.375 3.664 1.738  0.04
Br1 -3.964 -8.024 0.048  0.69
C20 -3.354 -6.228 -0.115  -0.69
C21 -3.907 -5.415 -1.090  -0.13
C22 -3.463 -4.110 -1.198  -0.01
C23 -2.471 -3.629 -0.352  -0.12
C24 -1.927 -4.464 0.615  -0.01
C25 -2.371 -5.768 0.744  -0.12
C26 -2.017 -2.192 -0.505  -0.62
O2 -2.652 -1.418 -1.211  0.02
O3 -0.960 -1.935 0.171  -0.27
H43 -4.675 -5.798 -1.748  0.10
H44 -3.882 -3.438 -1.933  0.12
H45 -1.155 -4.078 1.267  0.07
H46 -1.959 -6.420 1.501  0.10

Values from the calculation:
Relative energy (zero: lowest compared OMol25 entry of this formula, charge and spin), kJ/mol: 128.0
Total charge: -1
Molecular weight, g mol⁻¹: 1037.09